Entry 1:
{
  "formula": "C11H13N3",
  "method": "the ωB97M-V functional and the def2-TZVPD basis",
  "homo_lumo_gap_ev": [7.3, 6.7],
  "mol_weight_g_mol": 187.25,
  "species": ["C", "C", "C", "C", "C", "C", "C", "C", "C", "C", "C", "N", "N", "N", "H", "H", "H", "H", "H", "H", "H", "H", "H", "H", "H", "H", "H"],
  "coordinates": [[4.0155, -0.6176, 0.2146], [3.8799, 0.7443, 0.1805], [2.9692, -1.4379, -0.0278], [2.6961, 1.3245, -0.1185], [1.6846, -0.8870, -0.2423], [1.4688, 0.5568, -0.1670], [-1.7382, 0.1680, 0.4998], [-1.5787, -1.0643, 0.0433], [-0.8835, 1.3525, 0.2415], [-2.5976, -2.1158, 0.3259], [-1.6400, 2.4364, -0.6891], [0.7014, -1.6532, -0.8089], [0.3181, 1.1126, -0.4146], [-0.6384, -1.4440, -0.8506], [5.0243, -0.9679, 0.3792], [4.7713, 1.3189, 0.4645], [2.9485, -2.4513, 0.2483], [2.4664, 2.4005, -0.1457], [-2.4066, 0.2400, 1.3445], [-0.8572, 1.7738, 1.3667], [-2.1161, -3.0869, 0.4313], [-3.2445, -2.2654, -0.4584], [-3.0664, -1.9067, 1.3402], [-2.5380, 2.9266, -0.0099], [-2.1663, 2.0730, -1.5238], [-0.9928, 3.2013, -0.8795], [0.9701, -2.2879, -1.6139]]
}



Entry 2:
{
  "formula": "C52H56B3Br2ClF3N9O3",
  "method": "the ωB97M-V functional and the def2-TZVPD basis",
  "homo_lumo_gap_ev": 9.8,
  "mol_weight_g_mol": 1139.77,
  "species": ["C", "C", "C", "Cl", "B", "O", "B", "O", "B", "C", "C", "C", "F", "Br", "C", "F", "F", "Br", "O", "H", "H", "H", "H", "H", "H", "H", "H", "H", "H", "H", "N", "C", "C", "C", "C", "C", "H", "H", "H", "H", "H", "N", "C", "C", "C", "C", "C", "H", "H", "H", "H", "H", "N", "C", "C", "C", "C", "C", "H", "H", "H", "H", "H", "N", "C", "C", "C", "C", "C", "H", "H", "H", "H", "H", "N", "C", "C", "C", "C", "C", "H", "H", "H", "H", "H", "N", "C", "C", "C", "C", "C", "H", "H", "H", "H", "H", "N", "C", "C", "C", "C", "C", "H", "H", "H", "H", "H", "N", "C", "C", "C", "C", "C", "H", "H", "H", "H", "H", "N", "C", "C", "C", "C", "C", "H", "H", "H", "H", "H"],
  "coordinates": [[5.4962, -2.5931, -2.1093], [5.8824, -1.8465, -3.4003], [5.8069, -0.3295, -3.2225], [6.0658, 0.4880, -4.8126], [4.4097, 0.1242, -2.6633], [4.2764, 0.5683, -1.3613], [3.0052, 0.5506, -0.8267], [1.9753, 0.9188, -1.6601], [2.0355, 0.3697, -2.9361], [0.7193, 0.1509, -3.7562], [-0.3742, -0.5852, -2.9773], [-0.1229, -2.0822, -2.8901], [0.2303, -2.5658, -4.1055], [1.3687, -2.4591, -1.7042], [-1.4294, -2.8583, -2.4729], [-2.2620, -2.0136, -1.8359], [-2.0480, -3.2624, -3.5910], [-1.1964, -4.3959, -1.3343], [3.2776, 0.0500, -3.4502], [6.2391, -3.3486, -1.8579], [4.5426, -3.1099, -2.2141], [5.4315, -1.9245, -1.2475], [6.8908, -2.1198, -3.7051], [5.2279, -2.1267, -4.2264], [6.6097, 0.0275, -2.5792], [2.8172, 0.1686, 0.2819], [0.3347, 1.1500, -3.9907], [0.9170, -0.3274, -4.7147], [-1.3406, -0.4606, -3.4704], [-0.4777, -0.1747, -1.9742], [-0.3778, -2.9485, 3.2330], [-0.8133, -2.5002, 4.4079], [-2.1554, -2.3344, 4.7235], [-3.0937, -2.6508, 3.7535], [-2.6597, -3.1238, 2.5259], [-1.2946, -3.2530, 2.3173], [-0.0482, -2.2609, 5.1386], [-2.4521, -1.9652, 5.6974], [-4.1519, -2.5414, 3.9491], [-3.3573, -3.3856, 1.7414], [-0.9271, -3.6119, 1.3630], [-4.3940, -0.6141, 7.1947], [-4.8080, -0.1694, 8.3795], [-6.1443, 0.0089, 8.7072], [-7.1053, -0.2908, 7.7549], [-6.6893, -0.7593, 6.5187], [-5.3291, -0.9029, 6.2922], [-4.0315, 0.0609, 9.1003], [-6.4198, 0.3780, 9.6856], [-8.1577, -0.1598, 7.9710], [-7.4023, -1.0037, 5.7429], [-4.9639, -1.2627, 5.3381], [1.5283, 1.5509, -6.9747], [2.1080, 2.3345, -6.0677], [1.9689, 3.7147, -6.0451], [1.1907, 4.3167, -7.0210], [0.5853, 3.5134, -7.9736], [0.7837, 2.1416, -7.9057], [2.7210, 1.8298, -5.3278], [2.4627, 4.2985, -5.2800], [1.0593, 5.3910, -7.0394], [-0.0302, 3.9364, -8.7561], [0.3222, 1.4845, -8.6348], [8.6967, -2.6193, -5.4453], [9.4006, -1.4907, -5.4164], [10.6344, -1.3464, -6.0355], [11.1596, -2.4251, -6.7241], [10.4325, -3.6061, -6.7675], [9.2121, -3.6515, -6.1124], [8.9616, -0.6661, -4.8664], [11.1709, -0.4105, -5.9687], [12.1219, -2.3511, -7.2147], [10.8024, -4.4761, -7.2934], [8.6162, -4.5579, -6.1228], [-4.1020, -7.5861, 0.3421], [-3.6785, -7.0649, -0.8060], [-4.3565, -7.1988, -2.0090], [-5.5402, -7.9183, -2.0227], [-5.9930, -8.4689, -0.8344], [-5.2410, -8.2736, 0.3152], [-2.7534, -6.5017, -0.7732], [-3.9603, -6.7462, -2.9083], [-6.0991, -8.0475, -2.9406], [-6.9110, -9.0394, -0.7937], [-5.5690, -8.6897, 1.2616], [11.7804, -1.4462, -2.9848], [12.7154, -0.8463, -2.2525], [13.8463, -1.4905, -1.7718], [14.0126, -2.8347, -2.0633], [13.0435, -3.4724, -2.8210], [11.9512, -2.7379, -3.2591], [12.5527, 0.2049, -2.0394], [14.5739, -0.9477, -1.1837], [14.8795, -3.3753, -1.7058], [13.1274, -4.5214, -3.0716], [11.1778, -3.2062, -3.8587], [-7.7006, 3.5069, 4.1497], [-6.8460, 2.7591, 4.8439], [-5.6357, 2.3054, 4.3388], [-5.2936, 2.6448, 3.0402], [-6.1744, 3.4235, 2.3045], [-7.3580, 3.8275, 2.9022], [-7.1464, 2.5089, 5.8570], [-4.9799, 1.7012, 4.9518], [-4.3579, 2.3197, 2.6063], [-5.9429, 3.7158, 1.2892], [-8.0678, 4.4392, 2.3550], [-2.9069, 4.7987, 2.1024], [-1.6531, 5.0757, 1.7510], [-1.0080, 6.2591, 2.0788], [-1.7023, 7.2099, 2.8100], [-3.0073, 6.9339, 3.1842], [-3.5599, 5.7178, 2.8104], [-1.1383, 4.3129, 1.1768], [0.0136, 6.4259, 1.7657], [-1.2344, 8.1465, 3.0847], [-3.5899, 7.6416, 3.7582], [-4.5766, 5.4658, 3.0916], [-9.4001, 5.2776, 7.8274], [-9.9918, 6.3388, 8.3705], [-10.4543, 7.4214, 7.6367], [-10.2922, 7.4026, 6.2602], [-9.6771, 6.3048, 5.6821], [-9.2502, 5.2702, 6.5027], [-10.1023, 6.3233, 9.4497], [-10.9292, 8.2553, 8.1358], [-10.6395, 8.2281, 5.6518], [-9.5249, 6.2379, 4.6132], [-8.7693, 4.4059, 6.0637]]
}



Entry 3:
{
  "formula": "C51H47F5NS",
  "method": "the ωB97M-V functional and the def2-TZVPD basis",
  "homo_lumo_gap_ev": 6.9,
  "charge": 1,
  "mol_weight_g_mol": 801.00,
  "species": ["C", "C", "C", "C", "C", "C", "S", "C", "C", "C", "N", "C", "C", "C", "F", "F", "C", "C", "C", "C", "C", "C", "F", "F", "F", "C", "C", "C", "H", "H", "H", "H", "H", "H", "H", "H", "H", "H", "H", "H", "H", "H", "H", "H", "H", "C", "C", "C", "C", "C", "C", "H", "H", "H", "H", "H", "H", "C", "C", "C", "C", "C", "C", "H", "H", "H", "H", "H", "H", "C", "C", "C", "C", "C", "C", "H", "H", "H", "H", "H", "H", "C", "C", "C", "C", "C", "C", "H", "H", "H", "H", "H", "H", "C", "C", "C", "C", "C", "C", "H", "H", "H", "H", "H", "H"],
  "coordinates": [[2.0845, 10.9171, -2.4798], [1.8764, 9.4750, -2.8664], [1.2565, 8.6060, -1.9632], [1.0701, 7.2680, -2.2985], [1.4948, 6.7733, -3.5314], [1.2917, 5.3236, -3.9208], [1.6782, 4.2580, -2.4998], [0.1268, 3.5480, -1.9695], [-1.0515, 4.2244, -2.2254], [-2.2224, 3.6830, -1.7133], [-2.2841, 2.5596, -1.0063], [-1.1278, 1.9520, -0.7645], [0.1100, 2.3869, -1.2135], [2.7355, 2.8712, -3.2280], [2.1489, 1.7118, -2.9670], [2.7409, 3.0287, -4.5557], [4.1135, 2.9839, -2.6448], [4.8040, 4.1873, -2.8100], [6.0872, 4.3295, -2.3045], [6.6702, 3.2624, -1.6210], [5.9658, 2.0762, -1.4547], [6.5923, 0.9460, -0.6586], [7.9020, 0.8843, -0.7953], [6.0929, -0.2333, -1.0143], [6.3340, 1.0857, 0.6390], [4.6829, 1.9188, -1.9641], [2.0994, 7.6350, -4.4420], [2.2790, 8.9746, -4.0997], [2.7114, 11.4129, -3.2106], [1.1235, 11.4103, -2.3877], [2.5859, 10.9338, -1.5181], [0.9166, 8.9508, -1.0008], [0.5749, 6.6409, -1.5674], [0.2894, 5.1080, -4.2742], [1.9816, 5.0679, -4.7189], [-1.0838, 5.1515, -2.7684], [-3.1498, 4.2028, -1.8983], [-1.1573, 1.0529, -0.1665], [1.0210, 1.8709, -0.9724], [4.3511, 5.0188, -3.3364], [6.6290, 5.2489, -2.4362], [7.6631, 3.3944, -1.2233], [4.1538, 0.9892, -1.8405], [2.4109, 7.2533, -5.4027], [2.7561, 9.6264, -4.8173], [2.0195, -4.4520, 0.5953], [1.6253, -3.1414, 0.3707], [2.5650, -2.1932, -0.0076], [3.8965, -2.5547, -0.1669], [4.2889, -3.8672, 0.0565], [3.3505, -4.8154, 0.4402], [1.2855, -5.1899, 0.8937], [0.5858, -2.8626, 0.4928], [2.2585, -1.1670, -0.1759], [4.6242, -1.8148, -0.4646], [5.3261, -4.1506, -0.0673], [3.6572, -5.8379, 0.6200], [-3.1809, -5.3974, 2.4345], [-3.7800, -4.3950, 1.6845], [-3.3098, -4.1040, 0.4112], [-2.2423, -4.8194, -0.1139], [-1.6442, -5.8239, 0.6355], [-2.1122, -6.1114, 1.9099], [-3.5479, -5.6240, 3.4274], [-4.6167, -3.8412, 2.0916], [-3.7781, -3.3219, -0.1729], [-1.8770, -4.5968, -1.1086], [-0.8151, -6.3859, 0.2238], [-1.6455, -6.8943, 2.4944], [-9.8149, -2.4787, 3.5620], [-9.9694, -3.8385, 3.3302], [-8.8528, -4.6505, 3.1897], [-7.5812, -4.1029, 3.2859], [-7.4264, -2.7435, 3.5199], [-8.5433, -1.9306, 3.6556], [-10.6861, -1.8459, 3.6707], [-10.9611, -4.2659, 3.2598], [-8.9732, -5.7101, 3.0052], [-6.7103, -4.7377, 3.1800], [-6.4340, -2.3168, 3.5988], [-8.4230, -0.8701, 3.8362], [-1.9088, 2.6608, 2.6841], [-0.9115, 3.6027, 2.4697], [-0.3959, 4.3261, 3.5363], [-0.8745, 4.1030, 4.8194], [-1.8702, 3.1603, 5.0345], [-2.3893, 2.4409, 3.9672], [-2.3155, 2.0996, 1.8524], [-0.5344, 3.7751, 1.4674], [0.3787, 5.0638, 3.3689], [-0.4715, 4.6641, 5.6522], [-2.2423, 2.9862, 6.0354], [-3.1683, 1.7090, 4.1352], [-0.0358, -10.9352, 0.5286], [0.8332, -10.9176, -0.5538], [1.6018, -9.7908, -0.8100], [1.5056, -8.6829, 0.0204], [0.6385, -8.7024, 1.1042], [-0.1350, -9.8265, 1.3572], [-0.6363, -11.8135, 0.7262], [0.9113, -11.7833, -1.1984], [2.2759, -9.7761, -1.6567], [2.1064, -7.8037, -0.1785], [0.5660, -7.8381, 1.7537], [-0.8149, -9.8390, 2.1995]]
}



Entry 4:
{
  "formula": "C39H47AuN3P2Si2",
  "method": "the ωB97M-V functional and the def2-TZVPD basis",
  "homo_lumo_gap_ev": [7.1, 5.7],
  "multiplicity": 3,
  "charge": -1,
  "mol_weight_g_mol": 872.91,
  "species": ["Au", "C", "Si", "C", "C", "N", "P", "C", "P", "N", "Si", "C", "C", "C", "C", "C", "C", "C", "C", "C", "C", "C", "C", "C", "C", "C", "C", "C", "C", "C", "C", "C", "C", "C", "C", "C", "C", "C", "H", "H", "H", "H", "H", "H", "H", "H", "H", "H", "H", "H", "H", "H", "H", "H", "H", "H", "H", "H", "H", "H", "H", "H", "H", "H", "H", "H", "H", "H", "H", "H", "H", "H", "H", "H", "H", "H", "C", "C", "C", "C", "C", "C", "C", "C", "N", "H", "H", "H", "H", "H", "H", "H", "H", "H"],
  "coordinates": [[-0.4328, -1.2458, -0.6115], [-3.9124, -0.9443, 1.0027], [-3.1289, 0.2760, 2.1928], [-4.4516, 1.5529, 2.6157], [-2.7599, -0.6279, 3.7951], [-1.6997, 0.9638, 1.6306], [-1.1940, 1.5536, 0.2810], [0.1051, 0.6728, -0.5018], [1.8380, 0.7089, -0.2043], [2.3653, -0.3853, 0.7691], [3.4428, -1.6714, 0.6982], [3.1474, -2.7660, 2.1935], [3.2278, -2.7452, -0.8230], [5.2525, -1.1453, 0.7566], [2.4306, 2.3347, 0.4038], [2.8402, 2.4273, 1.7324], [3.3544, 3.6181, 2.2300], [3.4748, 4.7249, 1.3999], [3.0701, 4.6405, 0.0744], [2.5471, 3.4525, -0.4163], [2.6242, 0.6268, -1.8667], [3.9899, 0.9009, -1.9721], [4.6617, 0.7216, -3.1710], [3.9748, 0.2620, -4.2896], [2.6171, -0.0054, -4.1995], [1.9451, 0.1793, -2.9957], [-0.7476, 3.3143, 0.5581], [-0.5310, 3.7791, 1.8508], [-0.2477, 5.1227, 2.0758], [-0.2056, 6.0164, 1.0137], [-0.4298, 5.5612, -0.2797], [-0.6872, 4.2171, -0.5018], [-2.5343, 1.7540, -0.9712], [-3.5579, 2.6640, -0.6963], [-4.6545, 2.7815, -1.5360], [-4.7484, 1.9868, -2.6726], [-3.7360, 1.0835, -2.9615], [-2.6361, 0.9714, -2.1181], [-4.6800, -1.5491, 1.4970], [-3.1496, -1.6189, 0.5997], [-4.3795, -0.4287, 0.1570], [-5.1189, 1.1662, 3.3932], [-5.0631, 1.8214, 1.7496], [-3.9822, 2.4660, 2.9966], [-3.6282, -1.1997, 4.1409], [-2.4907, 0.0876, 4.5787], [-1.9188, -1.3149, 3.6676], [2.1633, -3.2392, 2.1191], [3.1604, -2.1700, 3.1106], [3.9017, -3.5554, 2.2807], [2.1785, -3.0499, -0.9073], [3.8434, -3.6489, -0.7549], [3.4989, -2.2167, -1.7428], [5.3786, -0.2808, 1.4164], [5.6353, -0.8756, -0.2321], [5.8726, -1.9613, 1.1429], [2.7632, 1.5454, 2.3570], [3.6648, 3.6807, 3.2663], [3.8828, 5.6524, 1.7841], [3.1545, 5.5028, -0.5759], [2.2286, 3.3933, -1.4516], [4.5326, 1.2496, -1.0998], [5.7220, 0.9346, -3.2334], [4.4986, 0.1141, -5.2263], [2.0761, -0.3645, -5.0664], [0.8857, -0.0322, -2.9240], [-0.5993, 3.0715, 2.6691], [-0.0660, 5.4731, 3.0850], [0.0038, 7.0648, 1.1915], [-0.3948, 6.2522, -1.1140], [-0.8573, 3.8630, -1.5139], [-3.5005, 3.2788, 0.1959], [-5.4397, 3.4900, -1.3009], [-5.6065, 2.0735, -3.3283], [-3.8007, 0.4582, -3.8434], [-1.8495, 0.2650, -2.3495], [-1.2382, -4.0333, 2.1190], [-1.4430, -4.9232, 0.9330], [-1.7764, -6.2543, 1.0647], [-1.9745, -7.0626, -0.0570], [-1.8456, -6.5318, -1.3437], [-1.5171, -5.2064, -1.5360], [-1.3778, -4.6102, -2.9022], [-1.2938, -4.3544, -0.3893], [-0.9678, -3.1013, -0.5354], [-1.3691, -4.5878, 3.0492], [-1.9418, -3.1981, 2.1008], [-0.2436, -3.5830, 2.1040], [-1.8853, -6.6772, 2.0580], [-2.2304, -8.1075, 0.0703], [-2.0051, -7.1708, -2.2067], [-1.5501, -5.3624, -3.6738], [-0.3862, -4.1746, -3.0390], [-2.0877, -3.7910, -3.0363]]
}